Density functional theory data (ωB97M-V/def2-TZVPD) for 15 unconnected molecules or ions with the total composition C55H147N13O27.

The value obtained for the max |F| is 6.84 eV/A. The calculation puts the total energy at -134058.9754 eV. The value obtained for the HOMO-LUMO gap is 0.284 Eh.

Positions of all 242 atoms, in Å:
C 2.011 -4.472 -5.914
O 1.410 -4.582 -4.873
N 3.326 -4.457 -6.014
N 1.518 -4.419 -7.079
H 3.795 -4.584 -6.899
H 3.782 -4.530 -5.116
H 2.038 -3.983 -7.828
H 0.520 -4.459 -7.226
C -1.724 -4.313 -2.512
O -1.390 -4.658 -1.392
N -1.133 -4.473 -3.664
N -2.760 -3.500 -2.672
H -0.183 -4.765 -3.486
H -1.334 -3.930 -4.492
H -3.067 -2.926 -1.899
H -2.869 -3.131 -3.607
C 1.956 1.294 4.278
O 2.586 1.157 3.189
N 1.221 2.387 4.617
N 1.731 0.283 5.062
H 1.088 3.117 3.931
H 0.651 2.253 5.439
H 2.453 -0.409 4.923
H 1.523 0.439 6.038
C -3.914 9.573 6.182
O -4.303 8.374 5.479
C -5.059 7.501 6.380
C -5.130 6.110 5.787
N -3.855 5.522 5.522
C -4.027 4.372 4.643
C -2.651 3.960 4.106
O -2.266 4.931 3.090
C -1.005 4.691 2.504
H -4.681 9.791 6.925
H -3.561 10.422 5.597
H -3.027 9.301 6.755
H -6.063 7.902 6.516
H -4.572 7.459 7.355
H -5.756 6.164 4.896
H -5.628 5.422 6.470
H -3.290 6.284 5.175
H -4.434 4.753 3.707
H -4.522 3.592 5.222
H -2.720 2.976 3.642
H -1.923 3.926 4.916
H -0.902 5.356 1.647
H -1.053 3.746 1.962
H -0.069 4.750 3.060
C -5.880 -2.732 2.485
O -4.942 -3.576 1.846
C -4.610 -4.683 2.604
C -3.706 -5.539 1.717
N -2.501 -4.748 1.399
C -1.816 -4.330 2.569
C -0.420 -3.698 2.084
O 0.276 -4.619 1.174
C 1.369 -3.964 0.516
H -5.533 -2.429 3.473
H -6.795 -3.296 2.669
H -5.998 -1.829 1.885
H -5.532 -5.149 2.951
H -4.143 -4.295 3.510
H -4.190 -5.852 0.792
H -3.594 -6.395 2.383
H -3.080 -3.940 1.219
H -1.670 -5.084 3.342
H -2.328 -3.543 3.123
H 0.140 -3.632 3.017
H -0.697 -2.723 1.682
H 1.592 -4.689 -0.267
H 2.271 -3.930 1.126
H 1.122 -3.021 0.028
C 4.632 1.403 -3.270
O 3.896 2.648 -3.530
C 4.217 3.566 -2.520
C 3.878 3.135 -1.091
N 4.079 4.209 -0.119
C 3.520 3.812 1.167
C 3.559 4.974 2.188
O 2.327 5.759 2.049
C 2.307 6.757 3.003
H 3.886 0.721 -2.862
H 5.420 1.531 -2.528
H 5.120 0.996 -4.156
H 3.571 4.410 -2.762
H 5.234 3.960 -2.539
H 4.478 2.292 -0.746
H 2.828 2.846 -1.057
H 3.556 5.056 -0.294
H 4.118 3.017 1.612
H 2.520 3.409 1.004
H 4.438 5.576 1.954
H 3.722 4.529 3.170
H 3.177 7.402 2.880
H 2.283 6.320 4.002
H 1.428 7.375 2.821
C -1.327 1.342 7.159
O -0.139 2.074 7.017
C 0.765 1.880 8.082
C 1.869 2.985 8.020
N 1.243 4.261 7.896
C 2.066 5.155 6.981
C 1.253 6.384 6.615
O 0.190 5.927 5.823
C -0.595 7.017 5.328
H -1.966 1.649 7.987
H -1.035 0.296 7.258
H -1.866 1.486 6.223
H 1.316 0.944 7.993
H 0.198 1.874 9.014
H 2.553 2.772 7.199
H 2.497 2.951 8.910
H 0.335 4.260 7.452
H 2.429 4.535 6.162
H 2.974 5.392 7.535
H 1.898 7.099 6.105
H 1.030 6.858 7.570
H -0.007 7.629 4.643
H -1.176 7.512 6.106
H -1.414 6.702 4.681
C 1.054 -10.968 -2.314
O 0.534 -9.676 -2.751
C 1.430 -9.076 -3.725
C 1.263 -7.603 -4.069
N 1.813 -6.698 -3.052
C 3.276 -6.894 -2.798
C 4.077 -5.725 -2.207
O 4.157 -4.706 -3.249
C 4.778 -3.504 -2.845
H 1.023 -11.746 -3.077
H 0.494 -11.240 -1.420
H 2.096 -10.842 -2.017
H 1.319 -9.685 -4.623
H 2.458 -9.252 -3.411
H 0.218 -7.373 -4.274
H 1.724 -7.532 -5.054
H 1.715 -5.829 -3.557
H 3.746 -7.183 -3.738
H 3.455 -7.708 -2.095
H 5.078 -6.103 -1.999
H 3.645 -5.386 -1.266
H 5.839 -3.577 -2.607
H 4.262 -3.121 -1.965
H 4.561 -2.762 -3.612
C 0.884 1.265 -6.703
O 0.888 0.559 -7.943
C 1.380 -0.735 -7.852
C 1.973 -1.280 -9.156
N 2.653 -2.598 -8.950
C 3.079 -3.211 -10.198
C 3.760 -4.583 -9.819
O 4.822 -4.423 -8.913
C 5.691 -5.470 -8.907
H 0.204 0.901 -5.933
H 0.307 2.139 -7.007
H 1.832 1.702 -6.389
H 0.573 -1.384 -7.512
H 2.114 -0.714 -7.047
H 2.661 -0.530 -9.545
H 1.246 -1.483 -9.942
H 3.511 -2.516 -8.424
H 3.666 -2.595 -10.880
H 2.215 -3.592 -10.742
H 4.161 -4.881 -10.788
H 3.043 -5.300 -9.420
H 6.479 -5.421 -9.658
H 5.266 -6.473 -8.949
H 6.117 -5.442 -7.904
C -3.265 0.315 2.861
O -2.173 -0.493 2.456
C -0.865 0.126 2.494
C -0.555 0.971 1.195
N -0.436 0.158 -0.033
C 0.094 0.782 -1.204
C 0.189 -0.140 -2.426
O 1.158 -1.134 -2.212
C 1.635 -1.714 -3.403
H -3.484 1.147 2.190
H -3.340 0.632 3.901
H -4.154 -0.254 2.588
H 0.048 -0.469 2.546
H -0.756 0.715 3.404
H 0.303 1.643 1.204
H -1.396 1.637 1.001
H 0.075 -0.698 0.131
H 1.088 1.167 -0.972
H -0.540 1.647 -1.398
H 0.558 0.482 -3.241
H -0.748 -0.655 -2.635
H 0.785 -2.204 -3.880
H 2.424 -2.382 -3.058
H 2.111 -0.925 -3.986
C -3.948 -0.130 -1.882
C -4.353 -1.196 -0.823
O -3.346 -2.004 -0.276
O -2.929 0.783 -1.433
H -4.743 0.536 -2.218
H -3.622 -0.662 -2.776
H -5.108 -1.815 -1.309
H -4.942 -0.821 0.014
H -2.841 -1.450 0.323
H -2.244 0.298 -0.968
C 3.391 -0.393 0.102
C 4.786 -0.735 0.537
O 5.734 -0.085 -0.275
O 2.523 -0.854 1.108
H 3.163 -0.724 -0.911
H 3.168 0.671 0.023
H 5.002 -1.800 0.445
H 4.887 -0.513 1.599
H 6.528 -0.046 0.264
H 2.665 -0.326 1.896
C -2.126 3.124 -5.134
C -3.325 2.196 -5.116
O -3.119 0.788 -5.427
O -1.194 2.660 -4.177
H -2.454 4.149 -4.958
H -1.660 3.128 -6.119
H -4.097 2.567 -5.790
H -3.737 2.190 -4.107
H -3.959 0.335 -5.533
H -1.146 1.705 -4.260
C -3.721 4.439 -1.055
C -2.369 4.984 -1.621
O -1.364 3.989 -1.543
O -4.086 3.335 -1.930
H -4.519 5.178 -0.986
H -3.562 4.102 -0.031
H -2.100 5.916 -1.125
H -2.548 5.253 -2.662
H -1.460 3.404 -2.298
H -3.564 2.563 -1.699
C -4.987 -1.010 6.360
C -3.494 -1.431 6.332
O -3.134 -2.364 5.363
O -5.242 -0.187 5.240
H -5.141 -0.470 7.294
H -5.688 -1.843 6.419
H -3.372 -1.706 7.380
H -2.881 -0.547 6.156
H -2.179 -2.337 5.269
H -6.200 -0.149 5.289

Here are the Löwdin charges for atoms 1 to 8, given in e: C -0.76; O 0.01; N 0.21; N 0.19; H 0.09; H 0.08; H 0.05; H 0.13